The following is a DFT calculation (the ωB97M-V functional and the def2-TZVPD basis) of 4 unconnected molecules or ions with the total composition C10H14Cl6O4 at a distorted geometry.

Last column: Löwdin charge in e.
CARTESIAN COORDINATES (ANGSTROEM)
C 2.9728 1.2564 -3.6218  -1.53
Cl 1.3246 1.8388 -4.0195  0.51
Cl 4.0581 1.1949 -5.0236  0.53
Cl 2.8988 -0.2000 -2.6686  0.58
H 3.4533 1.9769 -2.9599  0.01
C -0.3427 -0.4740 -1.3732  -1.50
Cl -1.1255 -1.3612 -0.0975  0.56
Cl -0.7521 1.2477 -1.2117  0.54
Cl -0.8335 -1.2227 -2.9873  0.46
H 0.7287 -0.5945 -1.2126  -0.06
O -3.8995 1.5994 3.1118  0.07
C -4.1304 1.7894 1.8986  -0.40
O -4.1323 3.0090 1.2569  0.01
C -4.5451 2.8893 -0.1234  -0.15
C -4.3780 1.3888 -0.4838  -0.16
C -4.3907 0.7180 0.8504  -0.10
H -3.8596 3.4151 -0.7880  0.11
H -5.5002 3.3759 -0.3212  0.12
H -3.5422 1.2943 -1.1769  0.07
H -5.3183 1.2612 -1.0201  0.11
H -3.6976 -0.1208 0.9161  0.10
H -5.3530 0.2670 1.0925  0.13
O 2.4455 0.3721 0.8540  0.06
C 2.9324 -0.6705 1.3161  -0.44
O 4.0110 -0.7518 2.1142  0.04
C 4.3779 -2.1155 2.4710  -0.14
C 3.5023 -2.9833 1.6752  -0.19
C 2.4708 -2.1110 1.0145  -0.08
H 4.2797 -2.3520 3.5305  0.13
H 5.4299 -2.2378 2.2133  0.13
H 2.9403 -3.6760 2.3016  0.12
H 4.0659 -3.5798 0.9577  0.12
H 1.5561 -2.2808 1.5825  0.12
H 2.3525 -2.1626 -0.0678  0.11

Cartesian forces, eV/Å:
0.1 1.2 0.3
0.8 -0.3 -0.1
-0.5 -0.4 0.1
0.1 -0.7 -0.2
-0.4 0.1 -0.2
-0.2 -0.2 -0.6
-0.3 -0.4 0.4
0.2 -0.5 -0.4
0.5 0.9 1.1
-0.2 0.2 -0.4
-0.9 1.2 -4.1
1.1 -0.5 2.3
-0.3 -0.3 0.7
1.6 -0.1 -0.2
-2.0 1.8 -0.7
0.1 -1.0 0.5
0.3 0.5 0.5
-0.3 -0.5 0.6
0.0 -0.5 0.5
0.2 -1.0 -0.4
0.2 0.3 0.3
-0.2 0.1 -0.1
1.5 -2.6 1.5
-1.1 1.0 -1.3
0.2 0.6 0.7
0.9 1.0 0.2
-0.9 -2.2 -1.2
-0.2 1.5 0.4
-0.1 0.8 0.1
0.0 0.2 0.0
0.4 -0.2 0.0
0.0 0.0 0.0
-0.5 0.3 -0.7
-0.2 -0.4 0.2

The multiplicity is 1. Its LUMO energy is 0.0119 Ha. The HOMO-LUMO gap comes out at 10.4 eV. The SMILES is ClC(Cl)Cl.ClC(Cl)Cl.O=C1CCCO1.O=C1CCCO1. The HOMO energy comes out at -10.117 eV.